--- 1 ---
Molecular formula: C7H12N
Method: DFT, ωB97M-V with the def2-TZVPD basis set

Results
HOMO-LUMO gap (alpha / beta) = 0.259 / 0.339 hartree

ORCA input file:
```
! RIJCOSX wB97M-V def2-TZVPD def2/J DEFGRID3
* xyz 1 1
C 2.384 0.363 0.447
C 3.325 1.084 -0.069
C -1.970 1.001 -0.098
C -2.015 -0.435 0.396
C -0.496 0.828 -0.526
C -0.441 -0.345 0.532
C 0.431 -1.445 0.097
N 0.026 -2.444 -0.615
H 3.403 2.133 0.426
H 4.120 0.748 -0.718
H -2.711 1.444 -0.746
H -2.009 1.591 0.707
H -2.591 -0.540 1.370
H -2.362 -1.138 -0.394
H -0.442 0.481 -1.462
H 0.117 1.661 -0.244
H -0.058 0.090 1.563
H 1.504 0.499 1.123
H 0.749 -3.114 -0.877
H -0.964 -2.462 -0.912
*
```

--- 2 ---
Molecular formula: C7H12N
Method: DFT, ωB97M-V with the def2-TZVPD basis set

Results
SMILES = C[C@@]12C[NH2+][C@@]3(C)[C@@H]1[C@@H]23
HOMO-LUMO gap = 0.409 hartree

ORCA input file:
```
! RIJCOSX wB97M-V def2-TZVPD def2/J DEFGRID3
* xyz 1 1
C 1.973 -0.704 -1.379
C 0.771 -0.493 -0.464
C 0.219 -1.459 0.510
N -0.931 -0.711 1.034
C -0.878 0.599 0.408
C -1.708 1.815 0.709
C 0.576 0.950 0.092
C -0.370 0.468 -0.973
H 2.792 -1.117 -0.938
H 2.231 0.291 -1.699
H 1.753 -1.313 -2.238
H -0.097 -2.402 0.150
H 0.849 -1.709 1.268
H -1.751 -1.356 0.777
H -0.885 -0.557 2.046
H -2.728 1.642 0.596
H -1.387 2.443 -0.009
H -1.584 2.262 1.723
H 0.965 1.970 0.181
H -0.502 1.187 -1.904
*
```

Most stable to least stable, the ends of the list are 2 and 1.